No. 1
{
  "formula": "C23H22NO3P",
  "method": "ωB97M-V/def2-TZVPD",
  "elements": ["C", "H", "C", "O", "C", "C", "H", "C", "H", "H", "H", "H", "P", "C", "H", "C", "H", "H", "C", "C", "C", "O", "C", "C", "H", "C", "O", "C", "C", "H", "H", "H", "H", "C", "H", "H", "H", "C", "C", "H", "C", "H", "C", "C", "H", "H", "C", "N", "C", "H"],
  "xyz": [[-0.592, -0.778, -3.425], [2.491, 0.365, -1.066], [-2.140, -0.436, 2.729], [5.168, -1.401, 1.012], [3.116, -1.559, -0.176], [-2.557, -1.052, 3.898], [-4.418, 0.950, -1.661], [0.208, -0.218, -2.436], [-2.029, -2.376, 5.492], [-4.218, 3.400, -1.502], [-0.557, 2.946, 0.667], [2.642, -2.460, 0.196], [-0.181, 0.126, 0.762], [-3.575, 1.391, -1.150], [-0.640, -1.854, -3.527], [2.327, -0.702, -1.123], [-2.302, 4.412, -0.323], [-3.551, -0.867, 4.277], [-2.385, 3.338, -0.399], [-1.271, 1.401, -4.154], [-1.700, -1.900, 4.580], [3.612, 0.076, 1.535], [-0.002, -1.518, 2.935], [-1.327, 0.024, -4.279], [-2.803, 0.231, 2.197], [-1.412, 2.527, 0.157], [1.043, 0.899, 1.040], [-0.420, -2.132, 4.101], [0.258, 1.165, -2.319], [2.687, 0.341, 1.322], [-2.695, -0.497, -0.658], [0.936, -2.138, -1.850], [-1.945, -0.427, -5.041], [-2.607, 0.579, -0.589], [-0.425, 3.042, -3.072], [3.259, -2.400, -2.232], [-1.846, 2.030, -4.817], [0.907, -1.118, -1.443], [-1.517, 1.148, 0.056], [-0.704, -1.785, -0.323], [3.473, -1.527, -1.633], [0.995, -1.676, 2.549], [4.066, -0.956, 0.835], [-0.474, 1.969, -3.175], [0.864, 1.625, -1.554], [4.381, -1.018, -1.917], [-3.462, 2.769, -1.058], [0.122, -1.214, -0.201], [-0.864, -0.677, 2.245], [0.250, -2.786, 4.639]],
  "forces_ev_per_angstrom": [[0.07, 0.01, 0.07], [0.09, 0.00, 0.06], [-0.06, 0.05, -0.07], [0.05, 0.02, 0.06], [0.04, 0.17, -0.10], [-0.11, -0.02, 0.09], [-0.06, -0.03, -0.05], [0.07, -0.14, -0.24], [-0.03, -0.04, 0.07], [-0.06, 0.05, -0.04], [0.09, 0.10, 0.02], [-0.07, 0.02, -0.05], [-1.08, -0.86, 0.33], [-0.11, -0.08, -0.04], [0.01, -0.12, 0.00], [-0.03, -0.18, -0.03], [0.01, 0.09, 0.01], [-0.07, 0.01, 0.03], [-0.05, 0.10, -0.01], [-0.05, 0.02, -0.06], [-0.06, 0.02, 0.01], [-0.05, 0.31, 0.31], [0.08, -0.09, 0.03], [-0.11, -0.02, -0.08], [-0.06, 0.03, 0.01], [0.05, -0.01, 0.14], [0.63, 0.57, -0.05], [0.09, -0.04, 0.01], [0.16, -0.01, -0.23], [0.01, -0.12, -0.12], [-0.04, -0.08, -0.07], [-0.01, 0.17, 0.06], [-0.05, -0.03, -0.08], [0.06, -0.04, 0.05], [0.00, 0.10, 0.02], [-0.09, -0.09, 0.00], [-0.05, 0.06, -0.06], [0.19, 0.02, 0.03], [0.45, -0.26, 0.33], [-0.01, -0.14, 0.09], [0.13, 0.02, -0.02], [0.10, -0.08, 0.04], [-0.09, -0.23, -0.33], [0.02, 0.06, 0.01], [0.10, 0.05, 0.10], [0.07, 0.07, 0.03], [-0.01, 0.05, -0.01], [-0.36, 0.22, 0.27], [0.13, 0.37, -0.58], [0.06, -0.04, 0.04]],
  "mulliken_charge": [-0.48, 0.48, -0.33, -0.61, 0.13, -0.74, 0.42, 0.44, 0.38, 0.41, 0.46, 0.35, 1.56, -0.90, 0.38, -0.42, 0.42, 0.40, -0.74, -0.50, -0.49, -0.53, -0.49, -0.74, 0.39, -0.59, -1.00, -0.70, 0.06, 0.46, 0.34, 0.74, 0.40, -0.13, 0.41, 0.22, 0.43, -0.40, 0.35, 0.46, -0.81, 0.30, 0.17, -0.78, 0.28, 0.29, -0.41, -0.16, 0.38, 0.42],
  "orbital_gap_ev": 9.70,
  "energy_ev": -41131.2803
}

No. 2
{
  "formula": "C4H10N2O3",
  "method": "ωB97M-V/def2-TZVPD",
  "elements": ["H", "H", "H", "H", "N", "C", "H", "O", "N", "C", "H", "H", "O", "H", "C", "C", "O", "H", "H"],
  "xyz": [[-1.685, 1.895, -1.370], [2.509, -1.301, -1.068], [-0.442, 2.392, -0.182], [-1.966, 1.804, 0.377], [-0.231, -1.584, 1.526], [-0.776, 0.245, -0.391], [2.195, -0.337, -2.536], [-1.215, 0.453, 2.315], [-0.245, -0.196, 1.452], [1.187, 0.355, -0.767], [0.526, -1.949, 0.952], [-1.073, -1.971, 1.098], [1.783, 1.382, -0.533], [-1.419, -0.209, 2.991], [1.750, -0.751, -1.629], [-1.222, 1.671, -0.412], [-1.338, -0.659, -0.968], [0.696, 0.215, 1.055], [0.967, -1.457, -1.910]],
  "forces_ev_per_angstrom": [[0.10, -0.14, -0.06], [0.13, 0.11, -0.02], [0.28, -0.19, -0.16], [-0.21, 0.00, -0.16], [-0.20, -0.59, 0.91], [2.56, 0.01, -1.76], [0.10, 0.02, 0.13], [1.83, -0.85, -0.54], [-0.52, 1.23, -2.88], [-1.53, 0.20, -0.39], [0.16, 0.35, 0.26], [-0.18, 0.46, -0.29], [-0.15, -0.44, 0.15], [0.30, -0.10, 0.18], [-0.27, -0.18, 0.01], [-0.52, 0.39, 1.21], [0.09, -0.25, 0.91], [-1.93, -0.13, 2.45], [-0.06, 0.08, 0.03]],
  "mulliken_charge": [0.35, 0.30, 0.32, 0.34, -0.71, 1.01, 0.36, -0.42, 0.15, 0.39, 0.29, 0.29, -0.51, 0.36, -1.29, -1.28, -0.62, 0.36, 0.29],
  "orbital_gap_ev": 8.41,
  "energy_ev": -13427.4084
}

No. 3
{
  "formula": "C17H21N5O2S",
  "method": "ωB97M-V/def2-TZVPD",
  "elements": ["H", "H", "N", "N", "C", "H", "C", "H", "H", "H", "C", "C", "H", "C", "C", "H", "S", "C", "H", "H", "O", "C", "H", "O", "C", "H", "C", "C", "H", "C", "C", "H", "H", "C", "H", "C", "C", "H", "N", "H", "H", "N", "H", "H", "C", "N"],
  "xyz": [[4.248, -2.217, -3.739], [-3.901, 6.092, 0.012], [-2.310, 0.273, -0.102], [4.775, -5.038, -1.117], [-1.699, 6.098, 1.583], [4.065, -3.971, -3.494], [-2.115, 1.129, 0.938], [4.380, -1.851, -1.304], [0.122, -0.747, 0.838], [5.573, -3.187, -3.064], [-3.554, 5.086, 0.220], [1.871, -1.889, -0.768], [-4.279, 1.874, -0.487], [3.961, -2.781, -1.691], [-0.355, -1.204, -0.022], [-0.548, 2.517, 2.145], [4.139, -3.758, 0.981], [4.494, -3.055, -3.087], [-2.561, 0.676, -0.988], [-2.248, -2.989, 0.891], [-1.562, 0.770, 1.970], [-2.434, 4.918, 1.016], [-3.603, -1.848, 0.934], [2.475, -1.362, 0.152], [-2.625, 2.521, 0.720], [-0.633, 6.024, 1.366], [0.393, -1.819, -0.927], [-1.855, -1.119, -0.101], [-2.085, 7.029, 1.170], [-3.751, 2.727, -0.080], [-2.519, -1.939, 1.004], [-1.798, 6.148, 2.670], [-5.110, 4.147, -0.930], [-4.228, 3.999, -0.322], [-2.170, -1.524, -1.066], [4.320, -3.890, -0.729], [4.729, -5.365, 1.059], [-0.942, 3.795, 3.026], [2.520, -2.587, -1.739], [1.991, -3.118, -2.411], [4.850, -5.896, 1.991], [5.011, -5.899, -0.084], [-2.199, -1.595, 1.984], [-0.053, -2.289, -1.799], [-1.984, 3.619, 1.314], [-0.799, 3.497, 2.067]],
  "forces_ev_per_angstrom": [[0.00, 0.00, 0.00], [0.00, 0.00, 0.00], [0.00, 0.00, 0.00], [0.00, 0.00, 0.00], [0.00, 0.00, 0.00], [0.00, 0.00, 0.00], [0.00, 0.00, 0.00], [0.00, 0.00, 0.00], [0.00, 0.00, 0.00], [0.00, 0.00, 0.00], [0.00, 0.00, 0.00], [0.00, 0.00, 0.00], [0.00, 0.00, 0.00], [0.01, 0.00, 0.00], [0.00, 0.00, 0.00], [0.00, 0.00, 0.00], [0.00, 0.00, 0.00], [-0.01, 0.00, 0.00], [0.00, 0.00, 0.00], [0.00, 0.00, 0.00], [0.00, 0.00, 0.00], [-0.17, 0.00, 0.26], [0.00, 0.00, 0.00], [0.00, 0.00, 0.00], [0.00, 0.00, 0.00], [0.00, 0.00, 0.00], [0.00, 0.00, 0.00], [0.00, 0.00, 0.00], [0.00, 0.00, 0.00], [0.00, 0.00, 0.00], [0.00, 0.00, 0.00], [0.00, 0.00, 0.00], [0.00, 0.00, 0.00], [0.00, 0.00, 0.00], [0.00, 0.00, 0.00], [0.00, -0.01, -0.01], [0.00, 0.00, 0.00], [0.10, 0.38, -0.10], [-0.01, 0.00, 0.00], [0.00, 0.00, 0.00], [0.00, 0.00, 0.00], [0.00, 0.00, 0.00], [0.00, 0.00, 0.00], [0.00, 0.00, 0.00], [0.27, 0.09, -0.41], [-0.21, -0.48, 0.25]],
  "mulliken_charge": [0.44, 0.35, -0.22, -0.14, -1.39, 0.37, 0.49, 0.33, 0.51, 0.38, -0.61, 0.62, 0.50, 0.47, -0.27, 0.29, -0.02, -1.64, 0.35, 0.46, -0.71, 1.01, 0.38, -0.70, 0.54, 0.34, -0.66, 0.10, 0.40, -0.67, -1.56, 0.28, 0.40, -0.85, 0.37, 0.13, -0.08, 0.24, -0.14, 0.28, 0.43, -0.63, 0.32, 0.21, -0.02, -0.67],
  "orbital_gap_ev": 9.02,
  "energy_ev": -40351.1562
}

No. 4
{
  "formula": "C5H11B",
  "method": "ωB97M-V/def2-TZVPD",
  "elements": ["C", "H", "H", "H", "H", "C", "H", "H", "C", "B", "C", "H", "H", "H", "H", "H", "C"],
  "xyz": [[-1.860, 0.016, 0.401], [-3.830, 0.217, 1.365], [-3.675, 0.495, -0.370], [2.805, 0.706, -1.788], [3.197, -0.820, -1.547], [2.297, -0.182, -1.551], [-3.700, -1.187, 0.308], [2.647, 1.410, 1.054], [2.001, 0.594, 1.180], [1.578, -0.068, -0.217], [-3.375, -0.158, 0.403], [1.067, 0.898, 1.675], [-1.500, 0.884, 1.032], [2.534, -0.117, 1.802], [-1.046, -1.536, -0.998], [1.822, -0.494, -2.496], [-0.961, -0.657, -0.255]],
  "forces_ev_per_angstrom": [[-0.27, 1.12, 1.54], [0.57, -0.26, -0.91], [-1.11, 0.41, -1.03], [0.44, 1.91, -0.14], [-0.22, -0.34, 0.64], [0.42, -1.76, -1.21], [0.01, -0.08, -0.50], [0.94, 1.36, -0.31], [-1.83, -1.64, -1.11], [-2.70, 0.25, 1.13], [0.73, 0.17, 1.96], [0.44, -0.05, 0.11], [-0.40, -0.92, -0.63], [-0.06, -0.33, 0.22], [-0.38, 1.48, 1.43], [-0.48, 0.12, 0.73], [3.91, -1.44, -1.91]],
  "mulliken_charge": [0.14, 0.26, 0.28, 0.39, 0.36, -0.95, 0.33, 0.35, -0.87, 0.15, -1.06, 0.19, 0.15, 0.32, 0.18, 0.31, -0.54],
  "orbital_gap_ev": 8.10,
  "energy_ev": -6035.3373
}

| no. | HOMO level (eV) |
| --- | --- |
| 1 | -9.2 |
| 2 | -7.8 |
| 3 | -8.5 |
| 4 | -7.6 |